C24H23Cl2N4O2ScTe as an isolated structure. Source: OMol25; level of theory: wB97M-V/def2-TZVPD.

XYZ file:
```
57
Properties=species:S:1:pos:R:3
Sc -0.4707 1.3797 0.0016
Cl 0.5796 4.5417 6.5381
C 0.3225 3.5749 5.1437
C -0.0504 2.2328 5.2962
C -0.2397 1.4112 4.2040
Cl -0.6915 -0.2299 4.4327
C -0.0449 1.8986 2.9071
O -0.1536 1.1092 1.8451
C 0.2711 3.2707 2.7635
C 0.3481 3.8576 1.4776
O 0.1424 3.2527 0.3960
C 0.4663 4.0973 3.8892
H -0.1913 1.8354 6.2936
H 0.5960 4.9198 1.4110
H 0.7110 5.1443 3.7544
C 4.8899 3.1824 -0.1332
C 5.6727 1.9438 -0.5628
C 5.8613 1.8843 -2.0766
C 5.0457 0.6600 -0.0044
N 3.6269 0.5150 -0.3709
C 2.5581 0.9260 0.2839
N 1.5044 0.6582 -0.4743
N 1.9723 0.0807 -1.6149
N 3.2373 -0.0065 -1.5551
H 5.4411 4.0802 -0.4094
H 4.7367 3.2117 0.9504
H 3.9181 3.2395 -0.6351
H 6.6575 1.9843 -0.0914
H 4.9232 1.6860 -2.5989
H 6.5728 1.1064 -2.3553
H 6.2474 2.8365 -2.4408
H 5.0831 0.6591 1.0838
H 5.5604 -0.2215 -0.3794
H 2.5597 1.3734 1.2628
Te -2.6978 -0.2901 1.1027
C -4.6102 -0.4331 0.1959
C -4.7954 -0.3719 -1.1785
C -6.0892 -0.3311 -1.6785
C -7.1735 -0.3555 -0.8103
C -6.9729 -0.4387 0.5610
C -5.6835 -0.4785 1.0756
C -2.8583 1.8523 1.0249
C -2.7168 2.4527 -0.2346
C -2.8477 3.8306 -0.3894
C -3.1105 4.6163 0.7214
C -3.2673 4.0228 1.9703
C -3.1373 2.6459 2.1293
H -3.9549 -0.3873 -1.8608
H -6.2493 -0.2912 -2.7478
H -8.1800 -0.3203 -1.2052
H -7.8176 -0.4780 1.2359
H -5.5256 -0.5574 2.1440
H -2.6960 1.8228 -1.1282
H -2.7746 4.2780 -1.3724
H -3.2225 5.6867 0.6094
H -3.5130 4.6348 2.8295
H -3.2816 2.1955 3.1034
```

Its net charge is +2. As for the HOMO energy: -0.5313 hartree. As for the HOMO-LUMO gap: 7.017 eV. As for the calculated total energy: -88342.228 eV. The LUMO energy comes out at -7.439 eV.

=====

C24H23ClN2OPPr as an isolated structure in a non-equilibrium geometry. Source: OMol25; level of theory: wB97M-V/def2-TZVPD.

XYZ file:
```
53
Properties=species:S:1:pos:R:3
Pr -1.4462 0.3978 -0.0526
Cl 0.4795 1.1125 1.4265
P -0.2804 -1.9341 -1.2704
C 0.4456 -2.1466 -2.9269
C -0.2825 -2.6084 -4.0359
C 0.3169 -2.7185 -5.2984
C 1.6493 -2.3284 -5.4688
C 2.3787 -1.8554 -4.3775
C 1.7877 -1.7563 -3.1213
C 0.4812 -3.1990 -0.1777
C 0.0614 -3.2355 1.1707
C 0.7937 -3.9722 2.1026
C 1.8900 -4.7440 1.7056
C 2.1883 -4.8495 0.3425
C 1.4823 -4.0920 -0.6025
C -2.0368 -2.4945 -1.4689
C -3.1697 -1.6438 -1.3077
C -4.4126 -2.2386 -1.0287
C -4.5682 -3.6193 -1.1363
C -3.4918 -4.4317 -1.5040
C -2.2227 -3.8678 -1.6503
H -0.8272 -2.6819 1.4948
H 0.5333 -3.9456 3.1595
H 2.5074 -5.2578 2.4528
H 2.9949 -5.5046 0.0169
H 1.7080 -4.1994 -1.6663
H -1.3325 -2.8631 -3.9089
H -0.2703 -3.0742 -6.1444
H 2.1009 -2.3722 -6.4549
H 3.4137 -1.5507 -4.5246
H 2.3679 -1.3761 -2.2836
H -3.1511 -0.5527 -1.5790
H -5.2718 -1.6330 -0.7415
H -5.5407 -4.0687 -0.9446
H -3.6121 -5.4995 -1.6632
H -1.3566 -4.4844 -1.8896
H -2.3252 -0.9492 -5.2779
H -2.9428 -1.0102 -4.8529
N -0.8335 6.7597 -2.2261
C 0.0392 5.8725 -2.8498
O 0.7387 6.1643 -3.8120
C -0.0755 4.4747 -2.3103
C -1.2097 4.1335 -1.5761
C -1.5704 2.7965 -1.4105
N -0.7062 1.7817 -1.7199
C 0.5068 2.1190 -2.2934
C 0.8043 3.4259 -2.6720
H -0.8186 7.7165 -2.5485
H -0.8969 6.6964 -1.2121
H -1.8822 4.8890 -1.1592
H -2.5864 2.5184 -1.0951
H 1.1397 1.2367 -2.4034
H 1.7120 3.6604 -3.2314
```

Its net charge is +2. As for the HOMO energy (spin up / spin down): -0.5304 / -0.5300 hartree. As for the expectation value of S²: 2.00. As for the HOMO-LUMO gap (spin up / spin down): 6.726 / 7.158 eV. The spin multiplicity is 3. As for the calculated total energy: -66154.283 eV. The LUMO energy (spin up / spin down) comes out at -7.708 / -7.265 eV.

=====

C24H23N6O4RuS4 as an isolated structure in a non-equilibrium geometry. Source: OMol25; level of theory: wB97M-V/def2-TZVPD.

XYZ file:
```
62
Properties=species:S:1:pos:R:3
Ru 0.0665 -0.0692 -0.4413
C -5.3504 1.0605 -1.7747
S -4.6656 -0.6047 -1.9041
C -3.1290 -0.4444 -1.1184
S -2.5937 1.0072 -0.4088
N -2.4465 -1.5770 -1.1064
N -1.2405 -1.5568 -0.6148
C -0.7244 -2.7491 -0.3298
C 0.4937 -2.9273 0.3085
C 0.8569 -4.2407 0.6267
C 2.0066 -4.7108 1.2200
C 3.1657 -3.9817 1.4652
C 3.3785 -2.6452 1.2552
N 1.1289 -1.7100 0.8249
H -6.2509 1.0604 -2.3844
H -4.6320 1.7772 -2.1624
H -5.5958 1.2893 -0.7401
H -1.3337 -3.6146 -0.5623
H 0.1235 -4.9816 0.3344
H 2.0437 -5.7679 1.4479
H 4.0186 -4.5374 1.8279
H 4.3865 -2.2816 1.3920
C -0.0614 4.1084 4.5790
C 0.1680 2.7532 3.9801
C 1.3071 2.0122 4.2972
C 1.4674 0.7127 3.8472
C 0.4738 0.1593 3.0555
C -0.6715 0.8677 2.7225
C -0.8088 2.1716 3.1688
S 0.5288 -1.5548 2.6116
O -0.8037 -2.0603 2.5778
O 1.5555 -2.1888 3.3713
N 2.5504 -1.6551 0.8759
C 3.0865 -0.3083 0.8021
C 3.0594 0.2472 -0.6662
O 4.0623 0.1370 -1.3277
O 1.9302 0.7745 -0.9841
H 0.8419 4.5041 5.0382
H -0.8230 4.0255 5.3573
H -0.4295 4.8205 3.8409
H 2.0699 2.4502 4.9279
H 2.3411 0.1313 4.1127
H -1.4911 0.3552 2.2401
H -1.7088 2.7271 2.9300
H 4.1187 -0.2978 1.1319
H 2.4985 0.3720 1.4116
N 0.0061 3.1003 -0.9942
C -0.1543 2.3887 -2.1192
N -0.3515 1.0872 -2.1546
C -0.5534 0.6274 -3.4503
C -0.7908 -0.6889 -3.8305
C -1.0164 -0.9666 -5.1669
C -0.9919 0.0445 -6.1238
C -0.7420 1.3567 -5.7617
C -0.5285 1.6324 -4.4217
S -0.2168 3.1753 -3.6645
H 0.0407 2.6180 -0.1139
H 0.2174 4.0803 -1.0286
H -0.7835 -1.4771 -3.0905
H -1.2124 -1.9856 -5.4719
H -1.1700 -0.1976 -7.1626
H -0.7213 2.1455 -6.5016
```

Its net charge is +1. As for the HOMO energy (spin up / spin down): -0.3996 / -0.3920 hartree. The energy above the lowest of the compared OMol25 structures with the same formula, charge and spin comes out at 0.0 kcal/mol. As for the HOMO-LUMO gap (spin up / spin down): 5.576 / 5.401 eV. As for the calculated total energy: -88305.215 eV. The LUMO energy (spin up / spin down) comes out at -5.297 / -5.265 eV.

=====

C24H23N6O5RhS as an isolated structure. Source: OMol25; level of theory: wB97M-V/def2-TZVPD.

XYZ file:
```
60
Properties=species:S:1:pos:R:3
Rh -0.0851 0.6368 -1.6129
C -1.6076 -0.8434 5.5311
C -1.4179 0.0337 4.3225
C -2.4624 0.2577 3.4293
C -2.2887 1.0640 2.3151
C -1.0527 1.6488 2.0866
C 0.0019 1.4419 2.9628
C -0.1877 0.6384 4.0753
S -0.8167 2.7378 0.7106
O 0.6045 2.7360 0.4379
O -1.4590 3.9912 1.0019
N -1.5657 1.9397 -0.4916
C -2.3357 2.6641 -1.3428
C -1.2015 3.3319 -2.7971
O -1.7981 4.2117 -3.3284
O -0.1762 2.6743 -2.8141
H -2.5728 -1.3478 5.5056
H -1.5618 -0.2560 6.4500
H -0.8251 -1.6021 5.5923
H -3.4245 -0.2090 3.6058
H -3.1013 1.2300 1.6194
H 0.9592 1.9048 2.7601
H 0.6348 0.4759 4.7636
H -2.7603 3.6009 -0.9945
H -2.9356 2.0650 -2.0230
C 3.8250 0.4870 0.6268
C 3.5744 -0.3281 1.7189
C 2.3508 -0.9645 1.8193
C 1.4007 -0.7706 0.8236
N 1.6558 0.0118 -0.2278
C 2.8306 0.6266 -0.3239
C 0.0547 -1.3939 0.8513
C -0.3623 -2.2705 1.8447
C -1.6392 -2.7997 1.7801
C -2.4666 -2.4421 0.7294
C -1.9785 -1.5629 -0.2234
N -0.7507 -1.0588 -0.1576
H 4.7643 1.0089 0.5142
H 4.3239 -0.4634 2.4877
H 2.1350 -1.5929 2.6709
H 2.9644 1.2555 -1.1951
H 0.2968 -2.5386 2.6575
H -1.9844 -3.4825 2.5459
H -3.4705 -2.8331 0.6419
H -2.5601 -1.2467 -1.0811
O -1.3323 -1.5409 -4.9775
C -1.4343 -0.9056 -3.9724
N -1.5404 -0.2722 -2.9674
C 1.2972 -2.3558 -3.0756
C 1.7218 -1.0701 -3.6892
N 1.4525 0.1390 -3.2472
C 2.0022 1.0291 -4.1463
C 2.6053 0.3414 -5.1487
N 2.4315 -0.9889 -4.8371
H 0.8964 -2.1623 -2.0830
H 2.1371 -3.0472 -2.9935
H 0.5126 -2.8186 -3.6771
H 1.8867 2.0913 -4.0204
H 3.1233 0.6646 -6.0334
H 2.7123 -1.7716 -5.4003
```

As for the HOMO energy (spin up / spin down): -0.2717 / -0.3116 hartree. As for the expectation value of S²: 6.01. The energy above the lowest of the compared OMol25 structures with the same formula, charge and spin comes out at 0.0 kcal/mol. As for the HOMO-LUMO gap (spin up / spin down): 6.835 / 7.774 eV. The spin multiplicity is 5. As for the calculated total energy: -58282.219 eV. The LUMO energy (spin up / spin down) comes out at -0.558 / -0.705 eV.

=====

Which value of calculated total energy does entry 3 give? -88305.215 eV